Here is a structure of composition C44H25Cl5F5IrN3 from the OMol25 dataset. Energies are from ωB97M-V/def2-TZVPD.

Geometry as ORCA input:
```
! RIJCOSX wB97M-V def2-TZVPD def2/J DEFGRID3
* xyz 0 2
Ir 0.180 0.356 -0.285
C -1.153 0.389 -3.515
C -1.842 1.285 -2.546
C -2.943 2.016 -2.982
C -3.604 2.874 -2.130
C -3.140 2.986 -0.838
C -2.036 2.250 -0.442
N -1.375 1.393 -1.276
C -1.522 2.346 0.926
C -1.928 3.247 1.895
C -1.313 3.234 3.138
C -0.306 2.309 3.387
C 0.057 1.425 2.391
N -0.538 1.458 1.179
C 1.109 0.408 2.479
C 1.630 0.021 3.701
C 2.622 -0.937 3.740
C 3.080 -1.446 2.543
C 2.524 -1.037 1.335
C 3.071 -1.594 0.066
N 1.509 -0.139 1.294
H -1.681 0.389 -4.468
H -1.089 -0.629 -3.137
H -0.128 0.724 -3.674
H -3.274 1.885 -4.003
H -4.472 3.429 -2.461
H -3.637 3.628 -0.127
H -2.705 3.967 1.685
H -1.607 3.942 3.900
H 0.192 2.290 4.347
H 1.239 0.456 4.610
H 3.039 -1.268 4.682
H 3.869 -2.185 2.522
H 4.021 -2.092 0.259
H 3.206 -0.808 -0.674
H 2.379 -2.313 -0.368
Cl -1.863 -3.843 -0.402
C -2.676 -2.319 -0.453
C -2.907 -1.515 0.697
C -3.985 -0.612 0.550
Cl -4.637 0.293 1.856
C -4.657 -0.421 -0.662
Cl -6.003 0.650 -0.765
C -4.262 -1.094 -1.805
Cl -5.057 -0.838 -3.300
C -3.271 -2.057 -1.688
Cl -2.850 -2.978 -3.078
F -0.129 -2.437 0.877
C -0.968 -2.593 1.899
C -2.119 -1.776 1.963
C -2.434 -1.495 3.324
F -2.919 -0.331 3.758
C -2.078 -2.353 4.354
F -2.505 -2.103 5.596
C -1.200 -3.399 4.131
F -0.890 -4.245 5.104
C -0.551 -3.438 2.915
F 0.520 -4.216 2.740
C 0.853 -0.797 -1.718
C 1.156 -1.609 -2.607
C 1.465 -2.498 -3.606
C 1.897 -3.859 -3.254
C 2.701 -4.630 -4.102
C 3.102 -5.906 -3.738
C 2.718 -6.444 -2.517
C 1.931 -5.685 -1.658
C 1.527 -4.412 -2.020
C 1.329 -2.070 -5.013
C 1.625 -0.755 -5.379
C 1.479 -0.327 -6.689
C 1.029 -1.206 -7.667
C 0.724 -2.515 -7.318
C 0.868 -2.941 -6.006
H 3.032 -4.210 -5.044
H 3.729 -6.481 -4.409
H 3.025 -7.443 -2.238
H 1.628 -6.092 -0.700
H 0.888 -3.830 -1.365
H 1.998 -0.078 -4.619
H 1.720 0.696 -6.952
H 0.921 -0.874 -8.692
H 0.368 -3.208 -8.069
H 0.602 -3.956 -5.736
*
```

Results
* molar mass: 1060.2 g/mol
* relative energy (zero: lowest compared OMol25 entry of this formula, charge and spin): 53.2 kcal/mol
* Kohn-Sham gap (spin up / spin down): 4.518 / 6.269 eV
* expectation value of S²: 0.8833
* maximum force: 0.55 eV Å⁻¹
* DFT total energy: -129539.856 eV

***

Here is a structure of composition C44H27F11N5O4PtSSb in a non-equilibrium geometry from the OMol25 dataset. Energies are from ωB97M-V/def2-TZVPD.

Geometry as ORCA input:
```
! RIJCOSX wB97M-V def2-TZVPD def2/J DEFGRID3
* xyz 2 1
Pt -0.083 -1.497 1.450
N 1.404 -0.611 2.597
C 1.546 -1.118 3.968
C 2.184 -0.385 4.922
C 2.393 -0.924 6.212
C 1.973 -2.186 6.515
C 1.272 -2.954 5.553
C 0.765 -4.254 5.794
C 0.056 -4.898 4.822
C -0.181 -4.236 3.597
N 0.280 -3.037 3.346
C 1.029 -2.404 4.282
H 1.479 0.401 2.597
H 2.196 -0.950 2.051
H 2.563 0.605 4.692
H 2.913 -0.329 6.951
H 2.160 -2.608 7.494
H 0.943 -4.723 6.754
H -0.342 -5.891 4.980
H -0.772 -4.698 2.812
F -4.257 -2.467 -4.129
C -3.542 -2.490 -3.008
C -3.113 -1.322 -2.426
F -3.419 -0.137 -2.967
C -2.362 -1.353 -1.259
F -1.938 -0.152 -0.786
C -2.047 -2.520 -0.597
O -1.387 -2.658 0.567
C -2.483 -3.690 -1.219
F -2.182 -4.859 -0.656
C -3.213 -3.687 -2.396
F -3.600 -4.832 -2.940
F 2.598 -4.434 -1.712
C 3.107 -3.242 -1.493
F 3.420 -2.669 -2.652
F 4.175 -3.316 -0.727
S 1.832 -2.196 -0.658
O 1.495 -2.945 0.536
O 2.452 -0.879 -0.399
O 0.794 -1.958 -1.677
N -4.346 8.124 2.830
C -4.051 7.016 2.786
C -3.681 5.627 2.724
C -2.348 5.261 2.895
C -1.989 3.926 2.847
C -2.966 2.968 2.615
C -4.295 3.321 2.437
C -4.653 4.657 2.497
N -2.595 1.588 2.554
C -3.280 0.522 3.094
C -2.560 -0.590 2.796
N -1.449 -0.205 2.081
C -1.492 1.106 1.955
H -1.603 6.022 3.083
H -0.960 3.633 3.014
H -5.042 2.565 2.236
H -5.684 4.951 2.357
H -4.192 0.651 3.649
H -2.754 -1.623 3.029
H -0.795 1.714 1.406
F 0.110 5.917 -0.596
C 0.378 4.666 -0.935
C -0.641 3.726 -0.856
C -0.358 2.417 -1.197
C 0.931 2.091 -1.631
C 1.952 3.043 -1.687
C 1.664 4.352 -1.350
Sb 1.372 0.180 -2.294
C 0.087 -0.299 -3.839
C -0.754 0.702 -4.327
C -1.544 0.444 -5.433
C -1.494 -0.816 -6.003
F -2.258 -1.068 -7.053
C -0.676 -1.831 -5.518
C 0.116 -1.572 -4.419
C 3.278 0.224 -3.089
C 4.410 0.367 -2.285
C 5.649 0.500 -2.879
C 5.724 0.473 -4.266
F 6.913 0.599 -4.836
C 4.613 0.313 -5.076
C 3.371 0.177 -4.480
H -1.631 4.034 -0.543
H -1.138 1.674 -1.158
H 2.951 2.782 -2.012
H 2.414 5.129 -1.404
H -0.786 1.684 -3.873
H -2.204 1.194 -5.847
H -0.675 -2.795 -6.007
H 0.745 -2.355 -4.023
H 4.333 0.365 -1.206
H 6.552 0.617 -2.297
H 4.732 0.289 -6.151
H 2.494 0.047 -5.101
*
```

Results
* molar mass: 1247.6 g/mol
* relative energy (zero: lowest compared OMol25 entry of this formula, charge and spin): 0.0 kcal/mol
* Kohn-Sham gap: 5.434 eV
* maximum force: 1.21 eV Å⁻¹
* DFT total energy: -112201.560 eV

***

Here is a cluster of 4 separate species, C44H28FO9S in total in a non-equilibrium geometry from the OMol25 dataset. Energies are from ωB97M-V/def2-TZVPD.

Geometry as ORCA input:
```
! RIJCOSX wB97M-V def2-TZVPD def2/J DEFGRID3
* xyz -1 1
O 3.287 -0.683 -2.822
S 3.339 -0.746 -4.331
O 4.434 -1.642 -4.834
O 3.507 0.794 -4.859
C 1.665 -1.271 -4.988
C 0.650 -0.158 -4.411
F -0.656 -0.761 -4.411
H 1.623 -1.193 -6.119
H 1.345 -2.281 -4.596
H 0.645 0.771 -5.052
H 0.921 0.129 -3.349
C 8.526 -1.803 -7.190
C 8.086 -1.939 -5.876
C 7.794 -3.199 -5.367
C 7.930 -4.327 -6.176
C 8.348 -4.187 -7.501
C 8.656 -2.923 -8.002
C 8.449 -5.369 -8.386
O 8.818 -5.249 -9.543
C 8.088 -6.701 -7.847
C 8.124 -7.816 -8.684
C 7.799 -9.072 -8.184
C 7.447 -9.220 -6.845
C 7.405 -8.111 -6.009
C 7.716 -6.847 -6.511
C 7.634 -5.666 -5.619
O 7.322 -5.797 -4.449
H 8.762 -0.820 -7.584
H 7.972 -1.063 -5.248
H 7.456 -3.299 -4.342
H 8.994 -2.809 -9.027
H 8.400 -7.708 -9.727
H 7.822 -9.937 -8.838
H 7.201 -10.201 -6.453
H 7.126 -8.231 -4.968
C -4.977 0.840 0.636
C -5.227 1.681 1.717
C -4.187 2.399 2.296
C -2.889 2.268 1.801
C -2.636 1.406 0.733
C -3.684 0.701 0.144
C -1.254 1.220 0.230
O -1.030 0.473 -0.702
C -0.147 1.952 0.886
C 1.164 1.743 0.459
C 2.209 2.435 1.060
C 1.947 3.346 2.081
C 0.642 3.554 2.512
C -0.407 2.850 1.922
C -1.790 3.051 2.412
O -2.022 3.845 3.309
H -5.790 0.287 0.179
H -6.234 1.779 2.108
H -4.389 3.057 3.134
H -3.494 0.040 -0.694
H 1.375 1.037 -0.338
H 3.228 2.267 0.730
H 2.762 3.892 2.544
H 0.445 4.260 3.311
C -10.804 2.446 7.017
C -11.054 3.288 8.098
C -10.015 4.006 8.676
C -8.717 3.875 8.183
C -8.463 3.013 7.116
C -9.511 2.307 6.526
C -7.081 2.826 6.613
O -6.859 2.077 5.679
C -5.975 3.559 7.270
C -4.662 3.350 6.846
C -3.618 4.044 7.448
C -3.882 4.954 8.469
C -5.188 5.161 8.898
C -6.236 4.457 8.306
C -7.619 4.658 8.795
O -7.851 5.451 9.691
H -11.617 1.893 6.560
H -12.061 3.386 8.488
H -10.216 4.664 9.514
H -9.321 1.646 5.688
H -4.449 2.645 6.050
H -2.598 3.876 7.121
H -3.068 5.500 8.933
H -5.387 5.867 9.696
*
```

Results
* molar mass: 751.8 g/mol
* relative energy (zero: lowest compared OMol25 entry of this formula, charge and spin): 28.6 kcal/mol
* Kohn-Sham gap: 4.955 eV
* maximum force: 5.58 eV Å⁻¹
* DFT total energy: -78065.208 eV

***

Here is a structure of composition C44H31AsF2NPd in a non-equilibrium geometry from the OMol25 dataset. Energies are from ωB97M-V/def2-TZVPD.

Geometry as ORCA input:
```
! RIJCOSX wB97M-V def2-TZVPD def2/J DEFGRID3
* xyz 1 5
Pd -1.152 0.419 0.345
F -2.590 -4.618 1.888
C -2.684 -3.308 2.123
C -1.912 -2.433 1.374
C -2.022 -1.085 1.635
C -2.889 -0.568 2.605
C -3.640 -1.502 3.320
F -4.508 -1.104 4.261
C -3.551 -2.862 3.098
C -2.966 0.897 2.772
C -3.682 1.561 3.767
C -3.691 2.944 3.798
C -2.981 3.661 2.846
C -2.274 2.946 1.900
N -2.269 1.616 1.873
H -1.249 -2.828 0.614
H -4.158 -3.552 3.667
H -4.232 1.007 4.509
H -4.254 3.461 4.564
H -2.972 4.741 2.833
H -1.686 3.446 1.139
C 5.960 -0.222 0.274
C 5.457 1.039 -0.008
C 4.091 1.274 0.055
C 3.237 0.243 0.425
C 3.733 -1.036 0.656
C 5.098 -1.262 0.593
As 1.321 0.608 0.608
C 0.968 0.185 2.487
C 1.059 -1.151 2.881
C 0.731 -1.530 4.170
C 0.287 -0.579 5.080
C 0.172 0.747 4.691
C 0.505 1.129 3.400
C 1.240 2.551 0.534
C 0.520 3.140 -0.505
C 0.410 4.521 -0.587
C 1.012 5.321 0.373
C 1.744 4.741 1.401
C 1.871 3.364 1.475
H 7.027 -0.399 0.232
H 6.126 1.843 -0.281
H 3.700 2.256 -0.177
H 3.066 -1.857 0.879
H 5.490 -2.251 0.787
H 1.371 -1.906 2.170
H 0.808 -2.568 4.464
H 0.029 -0.873 6.089
H -0.184 1.489 5.394
H 0.399 2.166 3.112
H 0.058 2.518 -1.263
H -0.141 4.971 -1.403
H 0.922 6.398 0.313
H 2.221 5.365 2.146
H 2.467 2.916 2.262
C -1.553 0.408 -1.613
C -1.251 -0.315 -2.571
C -0.842 -1.148 -3.624
C 0.494 -0.921 -4.146
C 1.056 0.368 -4.104
C 2.358 0.586 -4.508
C 3.139 -0.474 -4.952
C 2.599 -1.753 -5.005
C 1.294 -1.980 -4.609
C -1.729 -2.221 -4.020
C -2.729 -2.682 -3.140
C -3.570 -3.712 -3.509
C -3.447 -4.303 -4.761
C -2.485 -3.841 -5.652
C -1.641 -2.808 -5.296
H 0.439 1.196 -3.777
H 2.769 1.587 -4.486
H 4.165 -0.303 -5.250
H 3.206 -2.581 -5.348
H 0.894 -2.984 -4.620
H -2.812 -2.232 -2.159
H -4.328 -4.059 -2.819
H -4.107 -5.111 -5.045
H -2.407 -4.284 -6.637
H -0.926 -2.421 -6.009
*
```

Results
* molar mass: 793.1 g/mol
* Kohn-Sham gap (spin up / spin down): 6.530 / 5.340 eV
* expectation value of S²: 6.0502
* maximum force: 1.28 eV Å⁻¹
* DFT total energy: -117362.875 eV

***

Here is a structure of composition C44H31F4N10STi from the OMol25 dataset. Energies are from ωB97M-V/def2-TZVPD.

Geometry as ORCA input:
```
! RIJCOSX wB97M-V def2-TZVPD def2/J DEFGRID3
* xyz -2 2
Ti -0.718 -0.028 0.293
C -6.955 2.062 -0.634
C -6.977 2.234 0.751
C -5.892 1.861 1.534
C -4.797 1.317 0.891
C -3.518 0.786 1.410
N -3.213 0.684 2.642
C -2.097 -0.098 2.875
C -0.759 0.231 2.962
C 1.321 1.262 2.194
C 2.396 0.644 3.049
C 2.312 -0.570 3.595
C 1.155 -1.434 3.468
C -0.095 -1.053 3.164
C -1.186 -2.040 2.971
N -0.889 -3.333 2.689
C -0.329 -3.454 1.505
N -0.269 -2.502 0.493
C 0.285 -3.137 -0.601
N 0.354 -2.715 -1.886
C -0.364 -1.693 -2.251
N -1.132 -0.910 -1.463
C -1.620 0.239 -2.222
N -3.025 0.528 -2.048
C -3.436 0.607 -0.840
N -2.744 0.364 0.337
C -4.774 1.145 -0.484
C -5.848 1.516 -1.271
C -1.224 -0.056 -3.640
C -1.482 0.630 -4.812
C -0.914 0.152 -5.987
C -0.108 -0.989 -5.983
C 0.138 -1.680 -4.804
C -0.436 -1.199 -3.637
C 0.697 -4.469 -0.266
C 1.327 -5.485 -0.992
C 1.551 -6.692 -0.360
C 1.145 -6.907 0.973
C 0.506 -5.908 1.686
C 0.287 -4.690 1.054
N -2.358 -1.486 2.913
H -7.817 2.364 -1.218
H -7.853 2.668 1.218
H -5.888 1.989 2.609
H 1.673 2.244 1.857
H 3.281 1.243 3.244
H 3.149 -0.951 4.171
H 1.299 -2.498 3.630
H -5.808 1.387 -2.345
H -2.103 1.517 -4.803
H -1.093 0.671 -6.922
H 0.327 -1.336 -6.913
H 0.756 -2.569 -4.779
H 1.627 -5.317 -2.018
H 2.046 -7.494 -0.895
H 1.335 -7.869 1.436
H 0.176 -6.056 2.707
C 5.336 2.328 -1.460
C 3.893 2.671 -1.075
N 2.936 1.574 -1.111
C 2.759 0.969 -2.426
C 2.396 1.965 -3.514
C 3.208 0.567 -0.098
C 1.995 -0.264 0.315
N 0.955 0.453 1.032
C -0.006 1.546 3.057
C -0.750 2.702 2.488
F -1.250 2.456 1.224
C -0.725 3.971 2.958
F -1.267 4.952 2.186
C -0.183 4.329 4.201
C 0.229 3.216 4.950
F 0.576 3.425 6.256
C 0.261 1.944 4.488
F 0.502 0.926 5.381
H 5.970 3.213 -1.371
H 5.748 1.553 -0.811
H 5.401 1.971 -2.490
H 3.876 3.075 -0.059
H 3.526 3.468 -1.724
H 3.656 0.394 -2.725
H 1.941 0.253 -2.348
H 3.230 2.619 -3.781
H 2.091 1.423 -4.412
H 1.552 2.574 -3.189
H 3.993 -0.138 -0.426
H 3.592 1.070 0.793
H 1.555 -0.725 -0.580
H 2.351 -1.110 0.917
H -0.179 5.336 4.581
S -0.587 1.569 -1.477
*
```

Results
* molar mass: 855.7 g/mol
* relative energy (zero: lowest compared OMol25 entry of this formula, charge and spin): 107.8 kcal/mol
* Kohn-Sham gap (spin up / spin down): 4.953 / 5.003 eV
* expectation value of S²: 0.7798
* maximum force: 0.49 eV Å⁻¹
* DFT total energy: -105854.583 eV